63
Properties=species:S:1:pos:R:3:forces:R:3:mulliken_spin:R:1 method="wB97M-V/def2-TZVPD" total_charge=+2 energy_ha=-4558.88136 homo_ev="-13.74 / -13.74" e_lumo_ha="-0.26040 / -0.25933" spin_multiplicity=2
Ce 0.502125 0.567716 1.377234 0.1 0.4 0.9 0.992
Br -2.028773 0.572455 0.115773 -0.8 -0.3 -1.0 -0.001
O 3.646389 -0.889510 0.060265 -0.5 0.5 0.8 0.003
O 0.643912 -0.401755 -0.475078 0.0 0.2 0.3 0.002
O 3.086942 3.314841 8.133074 0.7 -0.1 0.2 0.000
O 1.184712 4.099709 8.726267 -0.2 0.3 0.5 0.000
N 1.916130 3.529752 7.966917 -0.5 -0.1 -0.4 0.000
N -0.802698 1.849209 3.268494 -0.2 0.1 0.1 0.004
N 1.872485 1.282477 3.483690 0.2 0.0 0.1 0.002
C 2.046131 -2.602723 -4.139831 0.0 0.1 0.2 0.000
C -2.387240 -0.661332 -2.510850 0.0 0.1 0.2 0.001
C 3.366640 2.037374 5.730503 0.3 -0.2 -0.3 0.001
C 1.283248 3.055770 6.708549 -1.0 0.1 -0.4 0.000
C -3.505396 -0.344407 -5.299302 0.1 -0.2 0.0 0.000
C -0.132884 2.244535 4.388549 -0.2 0.2 0.3 0.002
C 0.321212 -1.434189 -2.685656 0.2 0.3 0.6 -0.001
C 3.947313 1.362128 4.681341 -0.1 0.1 0.1 0.000
C -4.057188 -2.531057 -4.196945 0.2 0.1 -0.1 0.000
C 1.277682 1.950326 4.511314 0.1 0.2 0.4 -0.004
C -0.042703 3.326926 6.582205 0.6 0.0 0.4 0.000
C -1.468467 -0.399166 -1.530117 0.4 0.2 0.5 -0.001
C 2.847445 -0.382314 0.666193 1.7 -0.9 -0.9 0.001
C -2.101048 2.143205 3.201782 0.0 0.0 0.0 -0.001
C -2.152852 3.225326 5.323050 0.1 -0.2 -0.3 0.000
C -2.258551 -2.407111 -5.908747 -0.1 0.1 0.2 0.000
C -0.601943 -1.703967 -3.683468 -0.3 0.1 0.0 0.000
C 1.994432 2.355084 5.673846 0.0 -0.2 -0.3 0.000
C 2.661224 -0.615085 -2.788276 -0.2 0.0 0.0 0.000
C 1.772207 -1.869063 -2.821410 0.2 0.0 0.1 0.001
C -0.781220 2.936332 5.436652 0.3 -0.4 -0.6 0.000
C -0.114564 -0.740527 -1.527991 -1.0 -0.5 -1.4 0.005
C -2.924507 -1.656582 -4.753340 -0.2 -0.1 -0.2 0.000
C 3.170116 1.006164 3.585372 0.0 -0.1 -0.1 -0.002
C -1.944970 -1.342952 -3.640673 0.2 0.0 0.1 -0.001
C 2.101108 -2.833592 -1.670164 -0.2 0.1 0.0 0.000
C -2.814187 2.821503 4.190378 0.1 0.0 0.1 0.000
H -2.654559 3.753469 6.119777 -0.1 0.1 0.1 0.000
H -0.558206 3.855472 7.373045 0.1 0.0 0.0 0.000
H 1.454512 -3.511206 -4.220998 0.0 -0.1 0.0 0.000
H 3.624684 0.471798 2.752663 0.0 0.1 0.3 -0.001
H -2.715039 0.283513 -5.703271 0.1 0.1 -0.1 0.000
H -4.037644 0.215188 -4.535882 -0.1 0.1 0.1 0.000
H 1.717935 -2.478275 -0.711185 0.1 -0.1 -0.1 0.000
H -0.252028 -2.229580 -4.550572 0.0 -0.1 -0.1 0.000
H -2.637015 1.831065 2.314179 0.1 0.0 0.0 -0.001
H -3.411528 -0.348688 -2.404312 -0.2 0.0 0.0 0.000
H 2.364259 0.081351 -2.001219 0.1 -0.1 -0.1 0.000
H 4.994193 1.104195 4.693822 0.1 0.0 0.0 0.000
H 3.960405 2.319306 6.587565 -0.1 0.0 -0.1 0.000
H -4.205242 -0.567543 -6.099654 -0.1 0.0 -0.1 0.000
H -3.661810 -3.467972 -3.812487 0.0 -0.1 0.1 0.000
H -3.864083 3.010901 4.040333 -0.1 0.0 0.0 0.000
H -4.604671 -2.032911 -3.402277 -0.1 0.1 0.1 0.000
H -1.857079 -3.363238 -5.579651 0.1 -0.1 0.0 0.000
H 3.173960 -2.978551 -1.590832 0.2 -0.1 0.0 0.000
H -1.466016 -1.814254 -6.360493 0.1 0.0 -0.1 0.000
H -3.004166 -2.604855 -6.674571 0.0 0.0 -0.1 0.000
H 1.844272 -1.967634 -4.998882 0.0 0.0 -0.1 0.000
H 1.649069 -3.801950 -1.862432 -0.1 -0.1 0.0 0.000
H 2.586903 -0.087588 -3.734550 0.0 0.1 -0.1 0.000
H 3.701210 -0.890510 -2.643307 0.2 0.0 0.0 0.000
H -4.758675 -2.759494 -4.994288 -0.1 0.0 -0.1 0.000
H 3.094094 -2.887511 -4.180117 0.1 0.0 0.0 0.000

***

74
Properties=species:S:1:pos:R:3:forces:R:3:mulliken_charge:R:1 method="wB97M-V/def2-TZVPD" total_charge=-2 energy_ha=-5617.03752 homo_ev=-2.43 e_lumo_ha=0.15213 spin_multiplicity=1
Pb -0.099257 -0.240280 -0.009587 0.0 0.0 -0.1 1.808
Br -4.142893 0.409758 -1.506893 0.0 0.0 -0.1 -0.123
P 1.904120 2.255925 2.256860 0.0 -0.3 0.0 0.572
P 3.376337 1.440502 -0.350976 -0.3 0.1 0.0 0.244
O 2.504829 1.056908 3.152157 0.0 0.0 0.0 -0.664
O 4.506913 2.117204 -1.281767 0.1 -0.2 0.0 -0.656
O 4.107606 0.157923 0.138002 0.2 0.0 0.0 -0.700
O -2.406102 -0.765917 1.016161 0.1 0.1 -0.1 -0.392
O -3.671578 -1.917479 2.478316 0.0 0.0 0.0 -0.798
O 3.221489 -3.008173 2.015188 0.1 -0.1 0.1 -0.786
O 2.085836 1.242027 -1.047275 0.1 0.0 -0.1 -0.374
O 3.033854 3.878500 0.465095 -0.1 0.0 0.0 -0.669
O 0.694128 1.736952 1.535250 0.0 0.1 0.1 -0.484
O -0.587811 -5.662550 3.923853 0.0 0.0 0.0 -0.573
O 1.837846 3.526966 3.031529 0.0 0.1 0.0 -0.878
O 2.238379 -1.132045 1.279339 -0.2 0.2 0.1 -0.226
N 0.415715 -2.241802 -1.532590 0.1 0.0 0.1 0.355
N -2.152773 1.948672 -0.368223 0.0 0.0 -0.1 0.285
N -0.201252 -2.108776 1.872089 0.1 -0.1 -0.1 0.052
N -0.460546 0.155341 -2.902891 -0.1 -0.1 0.0 0.203
C 0.040832 -0.845033 -3.521231 0.1 0.0 0.0 -0.208
C 1.910748 2.944349 -6.481609 0.0 0.0 0.0 -0.378
C -0.481718 -4.475256 3.250182 0.0 0.0 0.0 1.160
C -2.620172 -1.649204 1.883585 0.0 -0.2 0.0 0.005
C 2.246194 -2.300904 1.804314 0.0 -0.1 -0.2 -0.051
C 0.608685 2.707097 -6.892715 0.0 0.0 0.0 -0.519
C 3.292616 2.585527 1.059324 0.1 0.1 0.0 1.313
C 0.867953 -2.840841 2.190845 0.0 0.1 0.1 0.027
C 0.778299 -4.043393 2.868616 0.0 0.0 0.0 -0.660
C 0.957048 -3.451584 -1.305413 -0.1 0.0 0.1 -0.435
C -2.363222 4.190642 0.458999 0.0 0.0 0.0 0.346
C -1.635115 3.031068 0.214101 0.0 0.0 -0.1 -0.069
C 1.406395 -4.047198 -2.486862 0.0 0.0 0.0 -0.980
C -3.695608 4.191975 0.071927 0.0 0.0 0.0 -0.449
C 0.063935 1.820537 -4.707078 0.0 0.0 0.0 0.474
C -0.947381 1.249626 -3.736047 0.0 0.0 0.1 -1.229
C 0.529198 -2.029059 -2.879557 -0.2 0.0 -0.1 -0.161
C -1.708460 5.358529 1.140561 0.0 0.0 0.0 -1.254
C -0.304776 2.146161 -6.007538 0.0 0.0 0.0 -0.504
C -4.247432 3.071083 -0.526078 0.0 -0.1 0.0 -0.661
C -1.407460 -2.524963 2.248492 0.0 0.0 0.0 -0.167
C 2.288373 2.612890 -5.184882 0.0 0.0 0.0 -0.669
C 1.377590 2.054836 -4.301487 0.0 0.0 0.0 -0.127
C -1.590637 -3.702792 2.954055 0.0 0.0 0.0 -0.455
C 4.631423 2.641271 1.796046 0.0 0.0 0.0 -1.800
C -3.418231 1.976049 -0.715485 0.0 0.0 0.1 -0.131
C 1.124003 -3.128744 -3.505158 0.0 0.0 0.0 -0.817
H -2.379541 6.218058 1.179796 0.0 0.0 0.0 0.371
H 1.676238 -4.600379 3.090167 0.0 0.0 0.0 0.539
H 2.513272 4.353819 1.132658 0.0 0.0 0.1 0.444
H 0.303803 2.947437 -7.904819 0.0 0.0 0.0 0.354
H 1.882621 -5.011864 -2.578362 0.0 0.0 0.0 0.414
H -1.275608 2.051948 -3.071167 0.0 0.0 0.1 0.255
H 4.521370 3.274841 2.677591 0.0 0.0 0.0 0.413
H 5.389765 3.068116 1.136865 0.0 0.0 0.0 0.379
H -0.798345 5.655397 0.618280 0.0 0.0 0.0 0.286
H -5.284632 3.033619 -0.825199 0.0 0.0 0.0 0.402
H -4.310597 5.069492 0.243701 0.0 0.0 0.0 0.328
H 2.344576 0.209827 2.686560 0.0 0.1 0.0 0.284
H 1.335226 -3.220401 -4.561126 0.0 0.0 0.0 0.419
H -1.837717 0.937553 -4.295189 0.0 0.0 0.0 0.330
H 3.307307 2.785654 -4.860498 0.0 0.0 0.0 0.417
H 3.453156 -0.458269 0.625887 0.0 -0.3 -0.1 0.440
H -1.520988 -5.810062 4.113050 0.0 0.0 0.0 0.281
H 2.630846 3.375366 -7.167212 0.0 0.0 0.0 0.355
H 4.226942 3.018445 -1.476816 0.0 0.2 0.0 0.385
H 1.000110 -3.861491 -0.305569 0.0 0.0 0.0 0.392
H -2.596877 -3.968121 3.255155 0.0 0.0 0.0 0.436
H 4.950362 1.649886 2.111408 0.0 0.0 0.0 0.289
H -1.321314 1.951727 -6.332716 0.0 0.0 0.0 0.343
H 0.143288 -0.838139 -4.616584 0.0 0.0 0.0 0.275
H 1.682508 1.775655 -3.298197 0.0 0.0 0.1 0.629
H -1.417042 5.098654 2.159057 0.0 0.0 0.0 0.286
H -0.597450 2.940605 0.521031 0.0 0.0 0.0 0.458

***

71
Properties=species:S:1:pos:R:3:forces:R:3:mulliken_spin:R:1 method="wB97M-V/def2-TZVPD" energy_ha=-3986.10840 homo_ev="-7.55 / -7.87" e_lumo_ha="-0.04027 / -0.03903" spin_multiplicity=2
Ti 0.062936 0.244753 -0.212567 -0.5 0.2 -0.3 0.916
Cl -5.775663 -2.220450 3.576792 0.0 0.0 0.0 0.000
S -1.055374 -3.825856 1.684384 0.0 0.1 0.0 0.000
S 2.536468 -1.961180 -0.212795 0.0 -0.1 0.0 0.089
O 0.052139 1.938479 -3.973375 0.1 0.0 0.0 -0.001
O 0.471842 0.643229 -2.188004 0.0 0.0 0.0 -0.010
O -1.229028 6.106830 -2.956844 0.0 0.0 0.0 0.000
O -1.773996 -0.253980 -0.205755 0.2 -0.3 0.1 0.024
O -0.621504 4.451346 -4.321463 0.0 0.0 0.0 0.000
O 3.678301 -1.046210 -0.094669 0.0 0.0 0.0 0.057
N 1.051229 -5.304674 0.993800 0.0 0.0 0.0 -0.001
N -1.133096 4.482176 -0.726529 -0.1 0.0 0.0 0.000
N 1.813087 1.315406 0.570611 0.1 0.0 0.0 -0.010
N -0.356969 -4.728686 -0.733949 0.0 0.0 0.0 0.000
N -0.619829 2.376444 -0.499259 0.2 0.1 0.1 -0.019
N 1.161670 -1.424795 -0.252546 0.0 0.0 0.0 -0.101
N -0.117843 0.161402 1.957117 0.0 -0.1 0.2 -0.057
C -0.912213 4.955113 -3.143564 0.1 0.0 0.0 -0.001
C -4.822537 -1.665559 1.096671 0.0 0.0 0.0 0.009
C -2.650887 -0.703165 0.658067 0.0 0.2 0.0 0.002
C 2.526323 0.686078 4.589549 0.0 0.0 0.0 0.002
C -2.407494 -0.667680 2.047134 0.1 -0.1 0.0 0.017
C 3.481087 1.331646 3.859169 0.0 0.0 0.0 -0.005
C -0.074655 -4.652565 0.612453 0.0 0.0 -0.1 0.001
C 4.219214 2.191011 1.640539 0.0 0.0 0.0 0.004
C 2.724992 1.871815 -0.188597 0.0 0.0 0.0 0.007
C -0.497141 2.719452 -1.820695 0.1 0.0 0.0 0.030
C -0.822457 4.032241 -1.985400 -0.1 0.0 0.0 0.002
C 2.156537 -5.573667 0.087244 0.0 0.0 0.0 0.000
C -3.385668 -1.136570 2.941356 0.0 0.0 0.0 0.009
C -1.000753 3.460854 0.145343 -0.1 0.0 0.0 -0.005
C 2.059004 1.154289 1.900151 0.0 0.0 0.0 0.032
C -4.572258 -1.629426 2.470745 0.0 0.0 0.0 -0.005
C 3.267351 1.570618 2.482923 0.0 0.0 0.0 0.000
C -3.881957 -1.205488 0.207285 0.0 0.0 0.0 -0.008
C 1.314865 0.267070 4.001748 0.0 0.0 0.0 -0.010
C 1.371925 -5.492321 2.394349 0.0 0.0 0.0 0.001
C -1.301078 -3.780008 -1.295569 -0.1 0.0 0.0 -0.008
C -1.235356 3.566415 1.608908 0.0 0.0 0.0 0.004
C -0.453512 -6.047513 -1.347510 0.0 0.0 0.0 0.000
C 3.948955 2.348136 0.315129 0.0 0.0 0.0 0.000
C 1.057730 0.511584 2.677341 0.0 0.0 -0.1 0.012
C -1.156750 -0.246764 2.606999 0.0 0.1 0.0 0.025
C 0.037320 1.700416 -2.766823 -0.1 0.0 0.0 -0.015
H -3.187255 -1.126756 4.005880 0.0 0.0 0.0 0.001
H -5.764347 -2.061604 0.740791 0.0 0.0 0.0 0.000
H 1.986706 -5.081116 -0.865381 0.0 0.0 0.0 -0.001
H 0.609401 -0.268809 4.620519 0.0 0.0 0.0 -0.001
H -0.317609 3.856947 2.124334 0.0 0.0 0.0 0.000
H 1.893444 -6.444311 2.510036 0.0 0.0 0.0 0.000
H -1.060970 -2.778261 -0.952157 0.0 0.0 0.0 0.011
H -0.373392 3.476629 -4.264421 0.0 0.0 0.0 0.000
H -1.427125 5.429721 -0.542041 0.0 0.0 0.0 0.000
H 2.291216 -6.646772 -0.076150 0.0 0.0 0.0 0.000
H 0.226949 -6.753351 -0.883837 0.0 0.0 0.0 0.000
H 3.074239 -5.177462 0.524861 0.0 0.0 0.0 0.001
H 0.461360 -5.495826 2.984060 0.0 0.0 0.0 0.000
H -0.213272 -5.977768 -2.408968 0.0 0.0 0.0 0.000
H -1.120057 -0.286792 3.694365 0.0 0.0 0.0 -0.001
H -2.004297 4.304196 1.833339 0.0 0.0 0.0 0.000
H -2.333967 -4.011087 -1.012765 0.0 0.0 0.0 0.000
H -1.550908 2.598595 1.992672 0.0 0.0 0.0 -0.001
H -1.473247 -6.438310 -1.247183 0.0 0.0 0.0 0.000
H -4.062871 -1.226779 -0.859020 0.0 0.0 0.0 0.000
H 4.660415 2.798573 -0.361268 0.0 0.0 0.0 0.000
H 4.411327 1.647839 4.313348 0.0 0.0 0.0 0.000
H 2.504941 1.926404 -1.247934 0.0 0.0 0.0 0.000
H 2.019725 -4.688894 2.758856 0.0 0.0 0.0 0.000
H 5.161260 2.520552 2.061192 0.0 0.0 0.0 0.000
H 2.693782 0.478236 5.637847 0.0 0.0 0.0 0.000
H -1.206304 -3.817143 -2.381572 0.0 0.0 0.0 0.000

***

67
Properties=species:S:1:pos:R:3:forces:R:3:mulliken_spin:R:1 method="wB97M-V/def2-TZVPD" total_charge=-1 energy_ha=-3896.99235 homo_ev="-4.12 / -4.34" e_lumo_ha="0.08021 / 0.08018" spin_multiplicity=5
I 0.166343 3.913644 1.206009 0.0 0.0 0.0 -0.023
I 6.440757 2.467348 -1.655478 0.1 0.0 0.0 0.001
Cr 0.336983 1.354141 0.074447 0.1 -0.4 0.0 3.896
S 1.493497 -1.492410 -1.050761 0.0 0.0 0.0 0.053
Si -1.807145 0.318212 2.196354 0.0 0.0 0.1 -0.022
F 2.490900 1.218429 1.567416 0.0 0.0 0.0 0.015
O 2.229283 -1.792551 -2.258496 0.0 0.0 0.0 -0.001
O 2.245894 -1.161751 0.128690 0.0 0.0 0.0 0.013
N -0.781202 2.013147 -1.796869 -0.1 0.0 0.0 0.034
N 2.359053 3.350283 -1.442034 0.0 -0.1 0.0 0.001
N 2.248374 2.033770 -1.196885 0.2 0.5 0.2 0.009
N -0.122173 0.350738 1.852037 0.0 0.1 -0.1 -0.067
N 0.421154 -0.323809 -1.263097 -0.1 0.1 0.1 -0.150
C -2.449828 -1.344494 2.861489 -0.1 -0.1 0.0 0.002
C -2.333194 1.608343 3.453730 0.1 0.0 0.0 0.005
C -1.151224 -4.009945 0.636941 0.0 0.0 0.0 0.000
C 0.549749 -0.508471 4.065111 0.1 0.0 0.0 0.011
C -0.008059 -5.238963 -1.088161 0.0 0.0 0.0 -0.001
C 1.525731 -0.716461 5.031592 -0.1 0.0 0.0 -0.006
C -0.279691 -0.236288 -2.450803 0.0 -0.1 -0.1 0.001
C 3.129652 0.359006 3.639433 0.0 0.0 0.0 -0.002
C 0.541001 -2.944599 -0.673555 0.1 -0.2 -0.2 -0.005
C -0.930330 1.012926 -2.713625 -0.1 0.1 0.0 0.043
C 2.147656 0.556648 2.702722 -0.1 0.0 0.0 0.002
C -2.345316 2.442220 -4.053285 0.0 -0.1 -0.1 0.013
C 3.631950 3.736976 -1.605231 0.0 0.1 0.0 0.005
C -0.957462 -5.186651 -0.077223 0.0 0.0 0.0 0.001
C -0.430116 -1.233105 -3.401729 0.0 0.0 0.1 0.016
C -1.835701 0.142016 -4.814955 0.0 0.0 0.0 0.009
C 0.811278 0.137253 2.838778 -0.1 0.0 0.0 0.034
C 2.827703 -0.290695 4.831959 0.0 0.0 0.0 0.010
C -1.708958 1.191560 -3.880648 0.0 0.1 0.1 -0.006
C -2.744311 0.643420 0.602272 0.0 -0.1 -0.1 0.078
C -2.198140 3.418118 -3.115608 0.0 0.0 0.0 -0.010
C -1.396949 3.155977 -1.987287 0.0 0.0 -0.1 0.026
C 3.486946 1.566414 -1.218950 -0.2 -0.3 -0.2 0.017
C -1.196735 -1.037720 -4.560962 0.0 -0.1 0.0 -0.006
C -0.396940 -2.885010 0.342248 -0.1 0.1 0.1 0.002
C 4.395990 2.601875 -1.485171 0.0 -0.1 0.0 -0.002
C 0.745680 -4.112921 -1.393050 0.0 0.0 0.0 0.000
H 1.556732 3.934676 -1.250696 -0.1 0.0 0.1 -0.006
H -2.593441 1.664887 0.246347 0.0 0.0 0.0 -0.003
H -3.358472 -1.646049 2.332325 0.0 0.0 0.0 0.000
H -1.891653 -3.966608 1.425244 0.0 0.0 0.0 0.000
H 3.593440 -0.452110 5.578906 0.0 0.0 0.0 0.001
H 3.902907 4.764038 -1.776352 0.0 0.0 0.0 0.000
H 1.251857 -1.222732 5.949986 0.0 0.0 0.0 -0.001
H -2.699622 -1.267821 3.922966 0.0 0.0 0.0 0.000
H -1.548583 -6.063532 0.156185 0.0 0.0 0.0 0.000
H -2.950518 2.597689 -4.939380 0.0 0.0 0.0 0.001
H 1.486478 -4.133899 -2.180774 0.0 0.1 0.0 0.000
H -2.679505 4.381592 -3.213093 0.0 0.0 0.0 -0.001
H 0.059333 -2.184063 -3.265784 0.0 0.0 0.0 0.002
H -2.433324 0.293813 -5.704939 0.0 0.0 0.0 0.000
H -1.261104 3.902221 -1.212477 0.0 0.0 0.0 -0.011
H 4.124453 0.725763 3.419677 0.0 0.0 0.0 0.000
H -1.273962 -1.862154 -5.259962 0.0 0.0 0.0 -0.001
H -3.817397 0.499102 0.755224 0.0 0.0 0.1 0.008
H -2.100310 2.607870 3.083229 0.0 0.0 0.0 -0.001
H -3.405033 1.542613 3.660931 0.0 0.0 0.0 0.000
H -0.451691 -0.864217 4.261826 0.0 0.0 0.0 0.002
H -2.434190 -0.046223 -0.190679 0.0 0.0 0.0 -0.012
H 0.146281 -6.154986 -1.644810 0.0 0.0 0.0 0.000
H -0.518551 -1.956841 0.890985 0.0 0.0 0.0 0.023
H 3.661609 0.515660 -1.048070 0.1 0.0 0.0 0.000
H -1.721644 -2.149649 2.761000 0.0 0.0 0.0 -0.001
H -1.796190 1.464338 4.394817 0.0 0.0 0.0 0.000